Entry 1:
2 unconnected molecules or ions with the total composition C18H23F3IN2O5 at a distorted geometry. Source: OMol25; level of theory: ωB97M-V with the def2-TZVPD basis set.

The LUMO energy comes out at -0.17001 hartree. Its total energy is -1782.439258 hartree. Its net charge is +1.

Last columns: bonded neighbours and bond lengths (Å).
Element x y z (Å)
1 C -2.291 0.761 -3.635  C2 1.554, H24 1.082, H25 1.087, H26 1.089
2 C -0.791 0.366 -3.544  C1 1.554, C3 1.504, H27 1.088, H28 1.081
3 C -0.248 0.328 -2.142  C2 1.504, C4 1.404, C20 1.376
4 C 0.668 1.290 -1.686  C3 1.404, C5 1.502, C9 1.397
5 C 1.211 2.415 -2.518  C4 1.502, C6 1.552, H29 1.093, H30 1.081
6 C 1.315 3.766 -1.762  C5 1.552, C7 1.534, C8 1.535, H31 1.088
7 C 1.549 4.846 -2.825  C6 1.534, H32 1.086, H33 1.090, H34 1.088
8 C 0.012 4.075 -1.011  C6 1.535, H35 1.091, H36 1.086, H37 1.090
9 C 1.132 1.197 -0.372  C4 1.397, C10 1.356, H38 1.077
10 C 0.715 0.210 0.458  C9 1.356, I11 2.076, N12 1.358
11 I 1.467 0.143 2.393  C10 2.076
12 N -0.180 -0.702 0.001  C10 1.358, N13 1.403, C20 1.370
13 N -0.626 -1.768 0.796  N12 1.403, C14 1.418, C17 1.440
14 C -1.551 -1.483 1.833  N13 1.418, O15 1.174, F16 1.327
15 O -2.067 -2.324 2.469  C14 1.174
16 F -1.808 -0.185 1.934  C14 1.327
17 C 0.402 -2.745 1.040  N13 1.440, O18 1.176, F19 1.320
18 O 1.045 -3.197 0.165  C17 1.176
19 F 0.525 -3.059 2.317  C17 1.320
20 C -0.669 -0.657 -1.278  C3 1.376, N12 1.370, C21 1.495
21 C -1.649 -1.695 -1.721  C20 1.495, C22 1.541, H39 1.082, H40 1.087
22 C -1.075 -2.698 -2.741  C21 1.541, F23 1.372, H41 1.088, H42 1.089
23 F -1.030 -3.943 -2.166  C22 1.372
24 H -2.445 1.552 -4.356  C1 1.082
25 H -2.887 -0.105 -3.912  C1 1.087
26 H -2.654 1.061 -2.653  C1 1.089
27 H -0.609 -0.577 -4.056  C2 1.088
28 H -0.237 1.096 -4.117  C2 1.081
29 H 2.228 2.121 -2.792  C5 1.093
30 H 0.613 2.608 -3.398  C5 1.081
31 H 2.175 3.774 -1.096  C6 1.088
32 H 1.495 5.836 -2.380  C7 1.086
33 H 2.538 4.743 -3.271  C7 1.090
34 H 0.811 4.777 -3.622  C7 1.088
35 H -0.845 3.642 -1.529  C8 1.091
36 H -0.153 5.145 -0.932  C8 1.086
37 H 0.022 3.686 0.006  C8 1.090
38 H 1.835 1.920 0.007  C9 1.077
39 H -1.997 -2.303 -0.896  C21 1.082
40 H -2.523 -1.195 -2.128  C21 1.087
41 H -0.087 -2.419 -3.103  C22 1.088
42 H -1.737 -2.752 -3.605  C22 1.089
43 C 0.190 -2.405 5.526  C44 1.517, O48 1.425, H49 1.087, H50 1.094
44 C 0.947 -3.681 5.843  C43 1.517, O45 1.429, H51 1.091, H52 1.087
45 O 1.929 -3.221 6.773  C44 1.429, C46 1.356
46 C 1.474 -2.084 7.358  O45 1.356, O47 1.181, O48 1.362
47 O 1.979 -1.545 8.279  C46 1.181
48 O 0.355 -1.644 6.719  C43 1.425, C46 1.362
49 H -0.865 -2.566 5.319  C43 1.087
50 H 0.641 -1.847 4.699  C43 1.094
51 H 0.317 -4.427 6.329  C44 1.091
52 H 1.431 -4.129 4.979  C44 1.087


Entry 2:
C10H10N4O in the gas phase at a distorted geometry. Source: OMol25; level of theory: ωB97M-V with the def2-TZVPD basis set.

Its SMILES is Cc1cc2c(C)c3[nH]c(N)nc3nc2o1. The LUMO energy comes out at 0.01795 hartree. Its total energy is -681.355091 hartree. The value obtained for the energy relative to the best compared isomer or geometry (same formula, charge and spin) is 9.6 kJ/mol.

Last columns: bonded neighbours and bond lengths (Å).
Element x y z (Å)
1 C -3.605 2.292 -0.250  C2 1.507, H16 1.096, H17 1.122, H18 1.095
2 C -2.319 1.562 0.041  C1 1.507, C3 1.364, O15 1.361
3 C -1.411 1.050 -0.840  C2 1.364, C4 1.466, H19 1.079
4 C -0.282 0.642 0.002  C3 1.466, C5 1.371, C14 1.423
5 C 0.987 0.188 -0.248  C4 1.371, C6 1.480, C7 1.414
6 C 1.467 0.065 -1.642  C5 1.480, H20 1.114, H21 1.089, H22 1.095
7 C 1.769 -0.050 0.906  C5 1.414, N8 1.356, C12 1.402
8 N 3.037 -0.487 1.103  C7 1.356, C9 1.360, H23 1.004
9 C 3.275 -0.475 2.442  N8 1.360, N10 1.351, N11 1.290
10 N 4.459 -0.696 3.053  C9 1.351, H24 0.999, H25 1.035
11 N 2.280 -0.038 3.137  C9 1.290, C12 1.376
12 C 1.305 0.220 2.200  C7 1.402, N11 1.376, N13 1.326
13 N 0.110 0.747 2.428  C12 1.326, C14 1.362
14 C -0.697 0.892 1.340  C4 1.423, N13 1.362, O15 1.363
15 O -1.979 1.356 1.342  C2 1.361, C14 1.363
16 H -3.493 2.847 -1.188  C1 1.096
17 H -4.495 1.611 -0.299  C1 1.122
18 H -3.819 3.000 0.558  C1 1.095
19 H -1.449 1.104 -1.916  C3 1.079
20 H 0.744 -0.549 -2.227  C6 1.114
21 H 2.458 -0.384 -1.694  C6 1.089
22 H 1.559 1.080 -2.040  C6 1.095
23 H 3.756 -0.718 0.441  N8 1.004
24 H 4.353 -0.848 4.035  N10 0.999
25 H 5.220 -1.180 2.546  N10 1.035


Entry 3:
15 unconnected molecules or ions with the total composition C45H105N15O15 at a distorted geometry. Source: OMol25; level of theory: ωB97M-V with the def2-TZVPD basis set.

The LUMO energy comes out at -0.00127 hartree. Its total energy is -3727.911065 hartree. The value obtained for the energy relative to the best compared isomer or geometry (same formula, charge and spin) is 0.0 kJ/mol.

Last columns: bonded neighbours and bond lengths (Å).
Element x y z (Å)
1 C 3.487 1.264 -5.041  C2 1.507, H6 1.089, H7 1.094, H8 1.085
2 C 4.654 1.309 -4.090  C1 1.507, O3 1.233, N4 1.352
3 O 5.536 2.164 -4.197  C2 1.233
4 N 4.660 0.385 -3.104  C2 1.352, C5 1.422, H9 1.011
5 C 5.778 0.169 -2.252  N4 1.422, H10 1.100, H11 1.094, H12 1.085
6 H 2.826 2.113 -4.874  C1 1.089
7 H 2.846 0.396 -4.860  C1 1.094
8 H 3.867 1.223 -6.056  C1 1.085
9 H 3.878 -0.253 -3.020  N4 1.011
10 H 6.210 -0.831 -2.410  C5 1.100
11 H 5.511 0.201 -1.192  C5 1.094
12 H 6.574 0.875 -2.461  C5 1.085
13 C -7.155 -2.439 1.245  C14 1.517, H18 1.081, H19 1.093, H20 1.095
14 C -5.938 -1.798 1.886  C13 1.517, O15 1.230, N16 1.353
15 O -6.055 -0.903 2.722  C14 1.230
16 N -4.748 -2.291 1.472  C14 1.353, C17 1.449, H21 1.005
17 C -3.458 -1.769 1.878  N16 1.449, H22 1.084, H23 1.093, H24 1.095
18 H -8.062 -1.997 1.633  C13 1.081
19 H -7.137 -3.519 1.411  C13 1.093
20 H -7.104 -2.309 0.159  C13 1.095
21 H -4.753 -3.058 0.822  N16 1.005
22 H -3.584 -0.910 2.526  C17 1.084
23 H -2.874 -1.474 1.002  C17 1.093
24 H -2.875 -2.514 2.429  C17 1.095
25 C 2.782 -4.565 3.330  C26 1.509, H30 1.088, H31 1.093, H32 1.091
26 C 3.305 -3.377 4.099  C25 1.509, O27 1.215, N28 1.355
27 O 3.890 -3.515 5.155  C26 1.215
28 N 3.041 -2.166 3.550  C26 1.355, C29 1.449, H33 1.009
29 C 3.273 -0.899 4.214  N28 1.449, H34 1.088, H35 1.089, H36 1.090
30 H 3.295 -5.464 3.666  C25 1.088
31 H 2.964 -4.490 2.255  C25 1.093
32 H 1.716 -4.687 3.529  C25 1.091
33 H 2.425 -2.125 2.753  N28 1.009
34 H 3.545 -1.048 5.257  C29 1.088
35 H 2.357 -0.311 4.186  C29 1.089
36 H 4.081 -0.347 3.734  C29 1.090
37 C -3.870 3.420 0.278  C38 1.508, H42 1.092, H43 1.093, H44 1.086
38 C -4.385 4.734 0.813  C37 1.508, O39 1.226, N40 1.357
39 O -4.015 5.185 1.891  C38 1.226
40 N -5.165 5.469 -0.019  C38 1.357, C41 1.449, H45 1.006
41 C -5.777 5.002 -1.247  N40 1.449, H46 1.093, H47 1.084, H48 1.092
42 H -3.335 3.566 -0.663  C37 1.092
43 H -4.715 2.754 0.087  C37 1.093
44 H -3.198 2.999 1.019  C37 1.086
45 H -5.446 6.373 0.323  N40 1.006
46 H -6.785 5.416 -1.325  C41 1.093
47 H -5.886 3.923 -1.253  C41 1.084
48 H -5.222 5.357 -2.118  C41 1.092
49 C 1.184 -3.343 0.154  C50 1.513, H54 1.090, H55 1.091, H56 1.087
50 C 0.259 -3.407 1.349  C49 1.513, O51 1.224, N52 1.359
51 O 0.338 -2.584 2.252  C50 1.224
52 N -0.668 -4.400 1.314  C50 1.359, C53 1.454, H57 1.005
53 C -1.391 -4.848 2.493  N52 1.454, H58 1.090, H59 1.088, H60 1.094
54 H 0.628 -3.071 -0.743  C49 1.090
55 H 1.739 -4.275 0.041  C49 1.091
56 H 1.898 -2.547 0.349  C49 1.087
57 H -0.549 -5.097 0.599  N52 1.005
58 H -0.876 -4.537 3.402  C53 1.090
59 H -1.475 -5.933 2.497  C53 1.088
60 H -2.404 -4.436 2.531  C53 1.094
61 C 0.345 -2.947 6.429  C62 1.506, H66 1.091, H67 1.085, H68 1.092
62 C 0.077 -1.557 6.942  C61 1.506, O63 1.218, N64 1.368
63 O 0.404 -1.207 8.063  C62 1.218
64 N -0.500 -0.670 6.077  C62 1.368, C65 1.445, H69 1.007
65 C -0.978 -0.948 4.741  N64 1.445, H70 1.093, H71 1.095, H72 1.087
66 H -0.566 -3.413 6.050  C61 1.091
67 H 0.749 -3.539 7.244  C61 1.085
68 H 1.087 -2.924 5.628  C61 1.092
69 H -0.744 0.202 6.517  N64 1.007
70 H -0.255 -0.659 3.974  C65 1.093
71 H -1.878 -0.367 4.515  C65 1.095
72 H -1.285 -1.980 4.590  C65 1.087
73 C 8.401 -3.604 -1.567  C74 1.511, H78 1.086, H79 1.091, H80 1.092
74 C 6.898 -3.657 -1.721  C73 1.511, O75 1.220, N76 1.356
75 O 6.363 -4.132 -2.709  C74 1.220
76 N 6.173 -3.110 -0.714  C74 1.356, C77 1.443, H81 1.004
77 C 4.731 -3.071 -0.740  N76 1.443, H82 1.095, H83 1.083, H84 1.095
78 H 8.871 -4.553 -1.802  C73 1.086
79 H 8.699 -3.297 -0.564  C73 1.091
80 H 8.785 -2.866 -2.275  C73 1.092
81 H 6.609 -2.722 0.103  N76 1.004
82 H 4.289 -3.907 -0.189  C77 1.095
83 H 4.278 -3.018 -1.723  C77 1.083
84 H 4.392 -2.158 -0.240  C77 1.095
85 C -3.380 3.104 4.701  C86 1.497, H90 1.091, H91 1.084, H92 1.092
86 C -3.702 2.098 3.640  C85 1.497, O87 1.236, N88 1.339
87 O -2.795 1.471 3.081  C86 1.236
88 N -4.973 1.917 3.259  C86 1.339, C89 1.451, H93 1.006
89 C -6.071 2.772 3.670  N88 1.451, H94 1.091, H95 1.084, H96 1.096
90 H -3.575 4.109 4.323  C85 1.091
91 H -2.326 3.005 4.935  C85 1.084
92 H -3.970 2.921 5.601  C85 1.092
93 H -5.163 1.253 2.527  N88 1.006
94 H -6.242 2.710 4.746  C89 1.091
95 H -6.965 2.518 3.114  C89 1.084
96 H -5.823 3.819 3.462  C89 1.096
97 C -2.852 -1.264 -4.063  C98 1.515, H102 1.092, H103 1.094, H104 1.087
98 C -2.992 -2.611 -3.384  C97 1.515, O99 1.222, N100 1.353
99 O -3.362 -3.600 -3.999  C98 1.222
100 N -2.615 -2.663 -2.086  C98 1.353, C101 1.440, H105 1.014
101 C -2.680 -3.894 -1.340  N100 1.440, H106 1.096, H107 1.088, H108 1.089
102 H -2.336 -0.531 -3.439  C97 1.092
103 H -3.856 -0.884 -4.271  C97 1.094
104 H -2.332 -1.346 -5.013  C97 1.087
105 H -2.449 -1.839 -1.519  N100 1.014
106 H -3.133 -3.735 -0.355  C101 1.096
107 H -1.692 -4.318 -1.175  C101 1.088
108 H -3.340 -4.616 -1.819  C101 1.089
109 C 4.005 3.909 3.196  C110 1.506, H114 1.091, H115 1.091, H116 1.086
110 C 2.907 2.879 3.234  C109 1.506, O111 1.225, N112 1.358
111 O 2.955 1.863 2.553  C110 1.225
112 N 1.894 3.120 4.106  C110 1.358, C113 1.450, H117 1.003
113 C 0.737 2.259 4.264  N112 1.450, H118 1.088, H119 1.093, H120 1.089
114 H 4.813 3.550 3.835  C109 1.091
115 H 3.659 4.860 3.604  C109 1.091
116 H 4.333 4.042 2.170  C109 1.086
117 H 1.996 3.859 4.777  N112 1.003
118 H -0.034 2.819 4.789  C113 1.088
119 H 0.969 1.346 4.817  C113 1.093
120 H 0.327 1.976 3.295  C113 1.089
121 C -6.420 2.252 -3.721  C122 1.506, H126 1.087, H127 1.087, H128 1.094
122 C -5.232 1.721 -2.962  C121 1.506, O123 1.220, N124 1.354
123 O -4.100 2.118 -3.184  C122 1.220
124 N -5.529 0.785 -2.030  C122 1.354, C125 1.450, H129 1.004
125 C -4.566 0.184 -1.129  N124 1.450, H130 1.093, H131 1.086, H132 1.091
126 H -6.135 2.464 -4.748  C121 1.087
127 H -6.841 3.138 -3.252  C121 1.087
128 H -7.209 1.495 -3.773  C121 1.094
129 H -6.464 0.416 -2.034  N124 1.004
130 H -4.881 0.211 -0.082  C125 1.093
131 H -3.607 0.693 -1.161  C125 1.086
132 H -4.441 -0.870 -1.383  C125 1.091
133 C -1.842 1.676 -6.112  C134 1.506, H138 1.091, H139 1.091, H140 1.086
134 C -0.779 1.847 -5.059  C133 1.506, O135 1.227, N136 1.343
135 O 0.415 1.741 -5.323  C134 1.227
136 N -1.223 2.119 -3.821  C134 1.343, C137 1.445, H141 1.011
137 C -0.321 2.451 -2.742  N136 1.445, H142 1.089, H143 1.090, H144 1.091
138 H -1.931 2.629 -6.634  C133 1.091
139 H -2.812 1.417 -5.683  C133 1.091
140 H -1.551 0.896 -6.809  C133 1.086
141 H -2.209 2.028 -3.620  N136 1.011
142 H 0.373 1.640 -2.526  C137 1.089
143 H -0.956 2.669 -1.883  C137 1.090
144 H 0.205 3.382 -2.963  C137 1.091
145 C 6.679 4.410 -1.388  C146 1.503, H150 1.090, H151 1.091, H152 1.083
146 C 5.225 4.331 -1.017  C145 1.503, O147 1.226, N148 1.356
147 O 4.830 4.551 0.122  C146 1.226
148 N 4.387 4.057 -2.048  C146 1.356, C149 1.442, H153 1.008
149 C 2.968 3.892 -1.850  N148 1.442, H154 1.091, H155 1.086, H156 1.101
150 H 6.784 4.783 -2.407  C145 1.090
151 H 7.112 3.409 -1.384  C145 1.091
152 H 7.180 5.049 -0.670  C145 1.083
153 H 4.757 3.700 -2.915  N148 1.008
154 H 2.428 4.239 -2.731  C149 1.091
155 H 2.642 4.414 -0.955  C149 1.086
156 H 2.677 2.840 -1.706  C149 1.101
157 C -0.503 0.953 0.915  C158 1.492, H162 1.087, H163 1.092, H164 1.089
158 C -0.284 -0.006 -0.207  C157 1.492, O159 1.245, N160 1.340
159 O -1.233 -0.540 -0.812  C158 1.245
160 N 0.971 -0.251 -0.608  C158 1.340, C161 1.436, H165 1.012
161 C 2.165 0.258 0.006  N160 1.436, H166 1.092, H167 1.096, H168 1.086
162 H 0.400 1.481 1.211  C157 1.087
163 H -0.907 0.425 1.781  C157 1.092
164 H -1.263 1.673 0.616  C157 1.089
165 H 1.055 -0.718 -1.502  N160 1.012
166 H 3.015 -0.205 -0.499  C161 1.092
167 H 2.278 -0.121 1.029  C161 1.096
168 H 2.255 1.340 0.044  C161 1.086
169 C 0.536 -1.582 -4.023  C170 1.510, H174 1.087, H175 1.093, H176 1.093
170 C 1.981 -1.929 -3.756  C169 1.510, O171 1.240, N172 1.333
171 O 2.509 -1.620 -2.678  C170 1.240
172 N 2.662 -2.521 -4.738  C170 1.333, C173 1.463, H177 1.004
173 C 4.078 -2.878 -4.647  N172 1.463, H178 1.090, H179 1.093, H180 1.084
174 H -0.097 -2.084 -3.296  C169 1.087
175 H 0.261 -1.850 -5.047  C169 1.093
176 H 0.438 -0.493 -4.024  C169 1.093
177 H 2.177 -2.809 -5.568  N172 1.004
178 H 4.288 -3.626 -3.882  C173 1.090
179 H 4.672 -2.011 -4.349  C173 1.093
180 H 4.407 -3.202 -5.628  C173 1.084